Computed, not measured: a structure of composition C32H22F4IN4P2Sc, with the ωB97M-V functional and the def2-TZVPD basis.

The geometry in XYZ format:
```
66
Properties=species:S:1:pos:R:3:forces:R:3:lowdin_charge:R:1
Sc 1.7490 -0.4071 -0.5054 0.210 0.496 -0.197 0.558
I 3.6804 0.1380 -2.6097 -0.099 -0.196 0.097 1.155
C 3.3564 2.2038 -2.3504 -0.012 0.154 -0.026 -0.580
C 3.9115 3.0429 -3.2703 -0.076 0.036 0.110 -0.120
C 3.7742 4.4358 -3.0790 0.009 -0.061 0.011 -0.040
C 3.1158 4.9123 -1.9845 0.028 -0.042 -0.020 0.000
C 2.5435 4.0322 -1.0341 -0.044 0.060 0.061 -0.153
C 1.8816 4.5361 0.1152 0.006 -0.061 -0.024 0.001
C 1.3404 3.6878 1.0346 0.054 0.014 -0.045 -0.055
C 1.4173 2.2937 0.8228 -0.061 -0.176 0.058 -0.132
C 2.0379 1.7239 -0.2706 -0.029 0.099 -0.297 -0.268
C 2.6340 2.6283 -1.2077 0.047 -0.117 -0.051 -0.263
H 4.4580 2.6693 -4.1238 0.031 -0.026 -0.033 0.107
H 4.2128 5.1121 -3.7977 0.015 0.019 -0.034 0.122
H 3.0301 5.9775 -1.8220 -0.013 0.056 0.006 0.128
H 1.8267 5.6076 0.2536 -0.007 0.035 0.005 0.128
H 0.8563 4.0801 1.9176 -0.028 -0.001 0.041 0.114
H 0.9506 1.6623 1.5804 -0.005 0.018 0.007 0.076
C -0.0034 0.1357 -3.8525 -0.056 0.015 -0.045 -0.228
P -0.3555 0.1533 -2.0684 0.027 -0.018 0.132 0.841
C -1.1834 1.7396 -1.7892 -0.078 0.055 -0.039 -0.222
C -1.5946 -1.1546 -1.8139 -0.023 0.030 -0.043 -0.386
C -2.9569 -0.8965 -1.9435 0.004 -0.025 0.006 -0.067
C -3.8846 -1.9140 -1.7835 0.003 -0.014 -0.004 -0.034
C -3.4593 -3.2047 -1.5043 0.005 0.023 -0.003 -0.036
C -2.1061 -3.4734 -1.3706 -0.025 0.005 0.006 -0.068
C -1.1639 -2.4568 -1.5122 -0.025 -0.028 0.000 -0.388
P 0.6106 -2.8039 -1.3081 0.107 0.020 0.079 0.838
C 1.1185 -3.7546 -2.7709 -0.067 -0.051 -0.067 -0.224
C 0.7182 -4.0157 0.0497 -0.100 -0.104 -0.044 -0.244
H -0.9322 0.2303 -4.4169 0.008 0.005 0.007 0.069
H 0.4885 -0.7947 -4.1333 0.005 0.000 -0.006 0.032
H 0.6566 0.9671 -4.1021 0.008 0.010 0.011 0.048
H -1.9753 1.9139 -2.5197 0.028 0.006 0.036 0.062
H -0.4367 2.5303 -1.8804 -0.001 -0.016 -0.011 0.053
H -1.6005 1.7816 -0.7830 0.002 -0.019 -0.006 0.053
H -3.3088 0.1008 -2.1680 0.001 0.041 -0.014 0.108
H -4.9389 -1.6982 -1.8856 -0.028 -0.002 0.006 0.123
H -4.1805 -4.0018 -1.3902 -0.016 -0.019 0.002 0.122
H -1.7946 -4.4862 -1.1505 0.022 -0.019 0.000 0.109
H 0.4737 -4.6280 -2.8880 0.033 0.024 -0.003 0.066
H 2.1509 -4.0873 -2.6599 -0.004 0.012 0.018 0.060
H 1.0421 -3.1425 -3.6692 0.005 -0.002 0.015 0.043
H 0.1845 -4.9360 -0.1926 0.033 0.019 0.019 0.055
H 0.2940 -3.6013 0.9651 0.004 0.012 -0.015 0.043
H 1.7644 -4.2648 0.2274 0.018 0.008 -0.010 0.056
F 0.4152 -0.8431 6.0206 -0.080 0.012 -0.012 0.170
C -0.2879 -0.6463 4.9220 0.063 -0.017 -0.029 -0.127
C -1.5897 -0.3086 5.0160 -0.095 0.042 -0.007 -0.115
F -2.1313 -0.1825 6.2039 0.052 -0.022 -0.035 0.186
C -2.4361 -0.0658 3.8534 0.327 -0.103 -0.045 0.005
C -1.7397 -0.2133 2.5817 -0.171 0.069 0.020 -0.115
C -0.4432 -0.5433 2.5108 0.104 -0.024 -0.046 -0.096
F 0.0727 -0.6686 1.2465 -0.080 -0.044 0.072 0.001
C 0.4055 -0.7923 3.6567 -0.322 0.081 0.077 0.008
C 1.7326 -1.1247 3.5905 0.219 0.008 -0.222 -0.103
C 2.3694 -1.1912 2.3175 -0.113 0.000 -0.135 -0.061
N 2.7916 -1.2123 1.2444 0.142 -0.240 0.500 0.161
C 2.6044 -1.4050 4.6871 -0.182 0.024 -0.073 -0.152
N 3.3755 -1.6640 5.4949 0.156 -0.034 0.162 0.249
F -2.4024 -0.0203 1.4588 0.113 -0.032 0.053 0.157
C -3.7532 0.2584 3.9311 -0.204 0.059 0.036 -0.081
C -4.5702 0.4929 2.7748 0.162 0.009 0.028 -0.136
N -5.2315 0.6986 1.8603 -0.104 0.000 -0.074 0.248
C -4.4765 0.3913 5.1598 0.210 -0.134 -0.086 -0.129
N -5.1082 0.4664 6.1145 -0.113 0.073 0.120 0.269
```
Forces are in eV/Å.

As for the gap between HOMO and LUMO: 4.8245 eV. The value obtained for the highest occupied orbital energy is -13.553 eV. The net charge is +2.

---

Computed, not measured: a cluster of 2 separate species, C3H6N3P in total in a non-equilibrium geometry, with the ωB97M-V functional and the def2-TZVPD basis.

The geometry in XYZ format:
```
13
Properties=species:S:1:pos:R:3:forces:R:3:lowdin_charge:R:1
C -1.1879 0.1543 -0.7644 -0.115 -0.875 -0.161 -0.166
C -1.4971 -1.0467 -0.1178 1.331 1.966 -0.250 -0.174
N -1.2981 -1.2507 1.1578 -1.187 -2.255 0.256 -0.093
N -0.8917 -0.3760 2.0220 0.790 1.249 0.070 -0.332
P -0.4648 1.1770 1.6646 -0.784 -0.298 -0.884 0.925
C -0.8132 1.2413 -0.0782 0.393 -0.612 3.141 -0.351
H -1.1421 0.1659 -1.8323 -0.500 0.057 -0.658 0.098
H -1.7593 -1.8202 -0.7776 -0.560 -1.497 -0.073 0.088
H -0.6461 2.1318 -0.5447 0.608 2.314 -1.435 0.010
N 2.4852 0.1389 -0.0090 0.778 -0.265 0.190 0.018
H 1.6062 -0.3009 0.1161 -1.124 -0.444 0.444 -0.057
H 3.1568 -0.6280 0.1449 -0.192 0.723 -0.462 0.028
H 2.4523 0.4136 -0.9815 0.561 -0.062 -0.178 0.006
```
Forces are in eV/Å.

The structure (SMILES) is c1cnnpc1.N. As for the gap between HOMO and LUMO: 8.3099 eV. The value obtained for the highest occupied orbital energy is -8.646 eV.

---

Computed, not measured: the molecule C2H3N3O, with the ωB97M-V functional and the def2-TZVPD basis.

The geometry in XYZ format:
```
9
Properties=species:S:1:pos:R:3:forces:R:3:lowdin_charge:R:1
N -0.5811 -1.0941 -1.6868 0.899 -0.024 0.217 0.190
C 0.1213 -0.6707 -0.7829 -0.688 -0.071 -0.252 -0.096
C 0.2015 0.1798 0.2295 0.033 -0.089 -0.113 -0.386
N 1.2344 0.4471 1.1339 0.104 0.071 0.036 0.070
N -1.0582 0.8154 0.4264 -0.202 -0.167 -0.256 0.006
O -1.9968 0.4485 -0.2480 0.134 0.460 0.574 -0.042
H -1.0821 -1.9384 -1.4246 -0.252 -0.289 -0.242 0.092
H 1.0301 1.2768 1.6762 -0.009 -0.013 -0.029 0.083
H 2.1307 0.5356 0.6763 -0.019 0.122 0.064 0.083
```
Forces are in eV/Å.

The structure (SMILES) is N=C=C(N)N=O. As for the gap between HOMO and LUMO (spin up / spin down): 8.3648 / 8.3640 eV. The value obtained for the highest occupied orbital energy (spin up / spin down) is -8.613 / -8.613 eV.

---

Computed, not measured: a structure of composition C21H25BF3IrN7S, with the ωB97M-V functional and the def2-TZVPD basis.

The geometry in XYZ format:
```
59
Properties=species:S:1:pos:R:3:forces:R:3:lowdin_charge:R:1
Ir -0.0198 0.2204 0.1442 -0.005 0.018 0.108 1.378
C -3.0773 -1.1158 -1.2331 -0.060 -0.004 -0.032 -0.044
C -2.5535 -1.6155 0.0683 0.016 0.003 -0.025 -0.297
C -3.1060 -2.5967 0.8791 0.005 -0.023 0.070 0.057
C -2.2778 -2.7102 1.9863 -0.001 0.003 -0.010 -0.227
C -2.3969 -3.5999 3.1740 -0.029 -0.008 -0.015 0.011
N -1.2703 -1.8382 1.8303 0.140 0.104 -0.020 0.036
N -1.4292 -1.1659 0.6548 0.061 0.096 0.099 -0.099
B -0.0739 -1.4784 2.7253 -0.033 -0.001 -0.091 -0.466
N -0.1327 0.0621 2.9795 -0.020 -0.013 -0.017 0.059
N -0.1184 0.9714 1.9517 0.031 -0.254 0.023 -0.073
C -0.1955 2.2199 2.4722 0.001 0.103 0.059 -0.261
C -0.2756 3.5160 1.7427 0.023 -0.027 -0.013 0.006
C -0.2364 2.0913 3.8482 -0.023 -0.083 0.013 0.059
C -0.1946 0.7317 4.1364 -0.002 -0.019 -0.041 -0.220
C -0.2136 0.0548 5.4602 -0.004 0.044 0.046 0.016
N 1.2245 -1.7556 1.9323 -0.094 -0.013 -0.061 0.044
N 1.3890 -1.0922 0.7598 0.001 0.068 -0.065 -0.092
C 2.5505 -1.5033 0.1962 -0.047 -0.062 0.022 -0.285
C 3.0209 -1.0591 -1.1464 -0.016 -0.034 -0.102 -0.015
C 3.1258 -2.4372 1.0373 0.021 0.009 0.048 0.063
C 2.2680 -2.5712 2.1293 -0.050 0.000 0.013 -0.215
C 2.3929 -3.4373 3.3307 0.037 -0.015 -0.001 0.017
H -3.9290 -1.7230 -1.5310 0.015 -0.011 -0.005 0.098
H -3.4353 -0.0878 -1.1549 0.013 -0.006 0.001 0.060
H -2.3356 -1.1781 -2.0301 0.016 0.035 0.010 0.079
H -4.0049 -3.1566 0.6869 -0.001 -0.001 -0.006 0.134
H -3.2905 -4.2119 3.0834 0.002 -0.001 0.001 0.097
H -1.5361 -4.2632 3.2577 0.002 0.001 0.007 0.094
H -2.4718 -3.0201 4.0938 0.006 -0.006 0.005 0.093
H -0.0911 -2.0817 3.7443 0.002 0.040 0.050 0.126
H -0.3177 3.4267 0.6657 0.005 -0.088 -0.103 0.028
H -1.1753 4.0431 2.0598 0.016 0.012 0.016 0.110
H 0.5785 4.1406 2.0057 0.006 0.002 -0.012 0.107
H -0.3054 2.8995 4.5562 0.000 -0.004 0.009 0.140
H -0.2781 0.8017 6.2473 0.002 -0.007 0.002 0.099
H -1.0708 -0.6122 5.5463 0.003 -0.007 -0.001 0.098
H 0.6910 -0.5325 5.6160 -0.002 -0.005 -0.004 0.097
H 2.3139 -0.3986 -1.6482 0.019 -0.068 0.031 0.057
H 3.9837 -0.5518 -1.0797 0.008 -0.017 0.002 0.097
H 3.1583 -1.9301 -1.7868 0.028 0.003 0.000 0.105
H 4.0464 -2.9714 0.8744 0.002 -0.003 0.012 0.137
H 3.3272 -3.9911 3.2916 -0.004 -0.002 0.002 0.098
H 2.3817 -2.8432 4.2444 -0.006 -0.004 0.001 0.097
H 1.5706 -4.1513 3.3817 -0.002 0.000 0.007 0.098
F -1.1905 4.6922 -2.3016 0.022 -0.020 -0.030 0.162
C -0.2598 4.1215 -3.0815 -0.011 0.049 -0.012 -0.605
F -0.8770 3.2527 -3.8884 0.008 0.012 0.007 0.166
F 0.3175 5.0615 -3.8169 -0.027 -0.029 0.020 0.190
C 0.7534 3.4029 -2.2146 0.041 0.055 -0.041 -0.070
C 2.0764 3.8193 -2.1040 -0.007 -0.033 -0.008 0.076
C 2.9433 3.1572 -1.2436 0.027 -0.010 -0.035 0.028
C 2.4871 2.0658 -0.5231 -0.015 0.023 -0.147 -0.071
N 1.2211 1.6702 -0.6487 0.118 0.140 0.298 -0.157
C 0.3625 2.3283 -1.4453 -0.157 0.068 0.124 -0.592
S -1.2415 1.6291 -1.1324 -0.034 -0.068 -0.228 0.854
H 2.4177 4.6679 -2.6824 -0.003 0.006 0.002 0.148
H 3.9682 3.4797 -1.1299 -0.002 0.024 -0.014 0.134
H 3.1215 1.5006 0.1466 -0.045 0.027 0.033 0.134
```
Forces are in eV/Å.

The spin multiplicity is 2. The expectation value of S² is 0.770. As for the gap between HOMO and LUMO (spin up / spin down): 6.9143 / 5.1787 eV. The value obtained for the highest occupied orbital energy (spin up / spin down) is -14.994 / -14.962 eV. The net charge is +2.

---

The relative energy (zero: lowest compared OMol25 entry of this formula, charge and spin) results, record by record, are as follows: 54.03, 218.73, 413.24, 0.00 kJ/mol.